Computed, not measured: the molecule C6H15NS at a distorted geometry, with ωB97M-V/def2-TZVPD.

Structure (ORCA input):
```
! RIJCOSX wB97M-V def2-TZVPD def2/J DEFGRID3
* xyz 0 1
C -3.261 0.970 1.363
C -2.195 -0.152 1.131
N -0.821 0.290 1.248
C 0.012 -0.009 0.076
C 1.385 0.592 0.265
C 2.541 0.033 -0.585
C 2.147 -0.586 -1.923
S 2.251 -2.413 -1.696
H -2.734 1.852 1.726
H -4.060 0.541 1.961
H -3.860 1.286 0.502
H -2.414 -0.874 1.930
H -2.403 -0.711 0.213
H -0.806 1.263 1.523
H -0.494 0.232 -0.877
H 0.074 -1.109 0.071
H 1.617 0.535 1.327
H 1.344 1.679 0.069
H 3.063 -0.730 0.014
H 3.345 0.773 -0.652
H 1.106 -0.511 -2.250
H 2.752 -0.220 -2.758
H 1.411 -2.730 -2.678
*
```

Summary:
SMILES: CCNCCCCS
Orbital gap in eV: 9.45
Relative energy (zero: lowest compared OMol25 entry of this formula, charge and spin) in kJ/mol: 97.9
DFT total energy in a.u.: -690.50416

Results of the Löwdin charge analysis, in e, for atoms 1 through 6:
1 C -0.083
2 C -0.287
3 N -0.094
4 C -0.265
5 C -0.204
6 C -0.292